The following is a DFT calculation (ωB97M-V with the def2-TZVPD basis set) of B3F12Sn as an isolated structure at a distorted geometry.

The LUMO energy is -0.74 eV. The total energy is -1488.0107 hartree. The HOMO energy is -0.3300 Eh. The energy above the lowest of the compared OMol25 structures with the same formula, charge and spin comes out at 94.8 kJ/mol.

```
! wB97M-V def2-TZVPD RIJCOSX def2/J DEFGRID3
* xyz -1 1
Sn 0.441 -0.737 -0.187
B -0.350 2.168 0.595
F -1.442 1.357 0.289
F 0.523 2.290 -0.532
F -0.716 3.412 1.072
F 0.465 1.478 1.511
B 2.533 -0.914 -2.812
F 1.996 0.283 -2.350
F 2.931 -0.827 -4.119
F 3.554 -1.263 -1.892
F 1.534 -1.890 -2.634
B -2.297 -1.078 2.214
F -1.266 -0.304 2.766
F -2.861 -1.915 3.175
F -3.301 -0.248 1.743
F -1.744 -1.812 1.160
*
```


The following is a DFT calculation (ωB97M-V with the def2-TZVPD basis set) of one molecule with the formula C16H25NO.

The LUMO energy is 0.96 eV. The total energy is -754.6594 hartree. Its SMILES is Cc1ccc(OCCCCN2CCCCC2)cc1. The HOMO energy is -0.3036 Eh. The energy above the lowest of the compared OMol25 structures with the same formula, charge and spin comes out at 118.3 kJ/mol.

```
! wB97M-V def2-TZVPD RIJCOSX def2/J DEFGRID3
* xyz 0 1
C -3.261 -3.096 -0.428
C -2.933 -1.673 -0.090
C -2.970 -0.674 -1.049
C -2.656 0.640 -0.740
C -2.289 0.979 0.557
O -1.957 2.233 0.985
C -1.555 3.204 0.042
C -0.248 2.835 -0.667
C 0.881 2.595 0.337
C 2.089 1.859 -0.261
N 2.167 0.482 0.195
C 1.112 -0.355 -0.348
C 1.135 -1.734 0.303
C 2.486 -2.402 0.077
C 3.580 -1.473 0.589
C 3.464 -0.108 -0.082
C -2.267 -0.019 1.532
C -2.584 -1.320 1.210
H -2.436 -3.753 -0.156
H -3.460 -3.209 -1.490
H -4.141 -3.424 0.126
H -3.247 -0.918 -2.065
H -2.706 1.386 -1.518
H -1.413 4.110 0.637
H -2.350 3.395 -0.691
H 0.017 3.645 -1.349
H -0.407 1.935 -1.264
H 1.199 3.559 0.739
H 0.504 2.003 1.171
H 2.060 1.922 -1.365
H 3.007 2.352 0.069
H 0.149 0.108 -0.139
H 1.215 -0.464 -1.446
H 0.962 -1.616 1.374
H 0.326 -2.339 -0.110
H 2.529 -3.363 0.592
H 2.630 -2.584 -0.991
H 3.469 -1.343 1.666
H 4.568 -1.893 0.391
H 4.236 0.559 0.313
H 3.634 -0.218 -1.170
H -1.990 0.255 2.538
H -2.554 -2.081 1.977
*
```


The following is a DFT calculation (ωB97M-V with the def2-TZVPD basis set) of an isolated ion of composition C10H13N2O and charge +1 at a distorted geometry.

The LUMO energy is -2.78 eV. The total energy is -573.2694 hartree. Its SMILES is C1=C[C@]2(c3ccon3)CC[C@H](C1)[NH2+]2. The HOMO energy is -0.4983 Eh. The energy above the lowest of the compared OMol25 structures with the same formula, charge and spin comes out at 370.8 kJ/mol.

```
! wB97M-V def2-TZVPD RIJCOSX def2/J DEFGRID3
* xyz 1 1
C -0.100 -0.889 -1.880
C 0.240 0.328 -1.487
C -0.168 0.686 -0.059
C -0.545 2.127 0.334
C 0.137 3.297 0.033
C -0.458 4.275 0.824
O -1.453 3.688 1.558
N -1.511 2.364 1.223
C 0.976 0.306 0.867
C 0.763 -1.227 1.064
C -0.595 -1.562 0.435
C -0.518 -1.959 -1.044
N -1.264 -0.162 0.361
H 0.269 -1.188 -2.853
H 0.447 1.174 -2.197
H 1.008 3.473 -0.696
H -0.281 5.350 0.956
H 0.908 0.913 1.797
H 1.812 0.515 0.332
H 1.629 -1.925 0.639
H 0.632 -1.447 2.075
H -1.211 -2.246 1.103
H -1.405 -2.510 -1.332
H 0.252 -2.727 -0.994
H -2.004 -0.150 -0.284
H -1.636 0.223 1.229
*
```


The following is a DFT calculation (ωB97M-V with the def2-TZVPD basis set) of C12H19MnN2O16 as an isolated structure at a distorted geometry.

The LUMO energy (spin up / spin down) is 2.26 / 2.26 eV. The total energy is -2932.9351 hartree. The HOMO energy (spin up / spin down) is -0.1374 / -0.1630 Eh. The energy above the lowest of the compared OMol25 structures with the same formula, charge and spin comes out at 0.0 kJ/mol.

```
! wB97M-V def2-TZVPD RIJCOSX def2/J DEFGRID3
* xyz -1 6
Mn 1.372 0.908 -0.350
O 2.546 2.348 -1.020
H 2.050 3.175 -1.002
N 1.306 0.189 -3.626
O 0.559 -0.400 -4.443
O 2.364 0.678 -3.974
O 0.937 0.194 -2.413
N 4.006 -0.788 0.005
O 4.739 -1.425 0.779
O 4.387 -0.388 -1.078
O 2.837 -0.479 0.431
C -4.242 1.982 -3.242
C -3.248 2.805 -2.455
C -3.679 3.167 -1.049
O -2.433 3.180 -0.341
C -1.607 2.313 -0.977
O -0.576 1.930 -0.527
O -2.141 1.925 -2.148
H -3.775 1.587 -4.143
H -5.069 2.614 -3.585
H -4.672 1.163 -2.668
H -2.946 3.679 -3.030
H -4.357 2.456 -0.575
H -4.145 4.151 -0.980
C 1.022 1.761 6.114
C 1.838 1.020 5.086
C 1.196 -0.329 4.673
O 0.557 -0.014 3.450
C 1.142 1.077 2.920
O 1.092 1.393 1.777
O 1.843 1.739 3.861
H 1.412 2.763 6.316
H 0.961 1.274 7.087
H 0.006 1.945 5.752
H 2.850 0.842 5.447
H 0.448 -0.642 5.400
H 1.919 -1.132 4.533
C 0.866 -5.129 -1.669
C 0.277 -3.767 -1.979
C -1.242 -3.618 -1.757
O -1.350 -2.540 -0.843
C -0.151 -2.013 -0.603
O 0.074 -1.003 -0.018
O 0.837 -2.785 -1.124
H 0.867 -5.383 -0.610
H 1.907 -5.118 -2.000
H 0.371 -5.916 -2.242
H 0.514 -3.539 -3.020
H -1.760 -4.523 -1.438
H -1.711 -3.326 -2.700
*
```


Look up the energy above the lowest of the compared OMol25 structures with the same formula, charge and spin of the fourth one. 0.0 kJ/mol


energy above the lowest of the compared OMol25 structures with the same formula, charge and spin of number 3 (C10H13N2O)? 370.8 kJ/mol


Repeat the third record exactly.
The following is a DFT calculation (ωB97M-V with the def2-TZVPD basis set) of an isolated ion of composition C10H13N2O and charge +1 at a distorted geometry.

The LUMO energy is -2.78 eV. The total energy is -573.2694 hartree. Its SMILES is C1=C[C@]2(c3ccon3)CC[C@H](C1)[NH2+]2. The HOMO energy is -0.4983 Eh. The energy above the lowest of the compared OMol25 structures with the same formula, charge and spin comes out at 370.8 kJ/mol.

```
! wB97M-V def2-TZVPD RIJCOSX def2/J DEFGRID3
* xyz 1 1
C -0.100 -0.889 -1.880
C 0.240 0.328 -1.487
C -0.168 0.686 -0.059
C -0.545 2.127 0.334
C 0.137 3.297 0.033
C -0.458 4.275 0.824
O -1.453 3.688 1.558
N -1.511 2.364 1.223
C 0.976 0.306 0.867
C 0.763 -1.227 1.064
C -0.595 -1.562 0.435
C -0.518 -1.959 -1.044
N -1.264 -0.162 0.361
H 0.269 -1.188 -2.853
H 0.447 1.174 -2.197
H 1.008 3.473 -0.696
H -0.281 5.350 0.956
H 0.908 0.913 1.797
H 1.812 0.515 0.332
H 1.629 -1.925 0.639
H 0.632 -1.447 2.075
H -1.211 -2.246 1.103
H -1.405 -2.510 -1.332
H 0.252 -2.727 -0.994
H -2.004 -0.150 -0.284
H -1.636 0.223 1.229
*
```


Among the records above, which one has the lowest energy above the lowest of the compared OMol25 structures with the same formula, charge and spin? C12H19MnN2O16